ORCA calculation (ωB97M-V/def2-TZVPD) on an isolated molecule of C5H5N3O3S.

Last column: Mulliken charge in e.
Geometry (Å):
O (1.582248, -1.777033, 0.321773)  -0.47
N (2.509001, -1.062421, 0.023724)  0.86
O (3.675621, -1.350229, 0.065364)  -0.54
C (2.151841, 0.272979, -0.466247)  -0.08
O (2.553384, 1.391267, 0.269533)  -0.36
C (1.206627, 1.260439, 0.631790)  -0.19
S (-0.082454, 2.206973, -0.123218)  -0.10
N (-1.170830, 0.903776, -0.233600)  0.44
C (-2.132035, 0.550589, 0.658305)  -0.24
C (-2.624711, -0.655347, 0.244726)  -0.54
C (-1.880380, -0.963610, -0.914106)  -0.20
N (-1.010863, -0.023050, -1.185857)  -0.65
H (1.933768, 0.381616, -1.515570)  0.44
H (0.994640, 0.766082, 1.569635)  0.39
H (-2.356205, 1.180912, 1.494896)  0.43
H (-3.399989, -1.245276, 0.689267)  0.38
H (-1.949657, -1.837662, -1.530413)  0.44

Atomic forces in eV per Å
-0.1963 -0.4326 0.0853
-0.2860 0.2241 0.1142
0.7136 -0.0638 0.0150
-3.2223 3.1499 2.8695
1.1145 0.2321 -0.2287
1.5230 -3.2313 -2.8438
-0.0392 -0.0302 0.0700
0.1547 0.3046 -0.0362
-0.1402 -0.1398 0.1889
0.0085 0.0784 0.0151
-0.1593 0.1054 0.2886
0.4948 -0.0601 -0.7206
0.1397 -0.1680 -0.1156
0.1291 0.0892 0.1970
-0.1003 0.1070 0.1461
-0.1425 -0.0278 0.1526
0.0081 -0.1370 -0.1974

Calculated values
* LUMO energy: -0.176 eV
* SMILES string: O=[N+]([O-])[C@@H]1O[C@H]1Sn1cccn1
* Kohn-Sham gap: 9.37 eV
* calculated total energy: -26707.550 eV